Record 1
The ion C11H19O2Si with charge -1 at a distorted geometry. Source: the OMol25 dataset; level of theory: ωB97M-V/def2-TZVPD.

Results
Energy above the lowest of the compared OMol25 structures with the same formula, charge and spin = 0.0 kcal per mole
Charge = -1
LUMO energy = 3.3 eV
Structure (SMILES) = CCC1=C(CC)C1=C([O-])O[Si](C)(C)C

Geometry (Å):
C: 2.3025 2.5959 -0.5771
C: 1.1267 1.6366 -0.9719
C: 1.3551 0.2399 -0.5460
C: 2.1378 -0.7481 -0.3881
C: 3.6043 -1.1588 -0.3359
C: 3.8697 -1.5964 1.1766
C: 0.6060 -1.0552 -0.3334
C: -0.3092 -1.9776 -0.5570
O: -0.3534 -3.2380 -0.5136
O: -1.7148 -1.4143 -0.8194
Si: -2.6251 -0.3403 -0.0195
C: -2.2053 -0.0752 1.8614
C: -4.4836 -1.0638 0.0125
C: -2.8243 1.4641 -0.7094
H: 2.4473 2.5797 0.4691
H: 2.0788 3.5132 -1.0055
H: 3.2027 2.1262 -1.0876
H: 1.1073 1.6320 -2.1070
H: 0.2482 1.9680 -0.3698
H: 3.7594 -2.0637 -1.0184
H: 4.2221 -0.2815 -0.4962
H: 4.9804 -1.8464 1.2590
H: 3.1873 -2.3969 1.2913
H: 3.7878 -0.8306 1.9446
H: -1.4248 -0.8799 2.0747
H: -1.6810 0.7754 2.1125
H: -3.1561 -0.0614 2.5286
H: -4.8126 -1.5324 0.9041
H: -5.0799 -0.1400 -0.1346
H: -4.7326 -1.5299 -0.9215
H: -3.6501 1.8925 -0.3719
H: -2.0266 2.2283 -0.5566
H: -2.9440 1.5786 -1.7942


Record 2
A structure of composition C11H20AlBrClNO8P at a distorted geometry. Source: the OMol25 dataset; level of theory: ωB97M-V/def2-TZVPD.

Results
Charge = -1
LUMO energy = 2.5 eV

Geometry (Å):
O: 4.3748 -0.8329 2.0184
N: 3.3122 -1.1614 1.4601
O: 2.3948 -1.0373 2.4356
Al: 1.0185 0.1664 1.9865
Cl: 0.0266 0.8157 3.9514
C: -0.3339 -0.6862 0.6507
C: -1.8710 -0.7500 1.2304
C: -2.4684 0.7714 1.3685
O: -3.9043 0.8799 0.9768
P: 1.7683 2.1289 0.9378
O: 3.1863 1.7938 -0.0661
Br: 2.2933 3.5367 2.6524
H: 0.1090 -1.7575 0.4139
H: -0.3736 -0.0576 -0.3615
H: -1.8507 -1.3518 2.2375
H: -2.5176 -1.2832 0.3801
H: -2.4117 1.1219 2.5059
H: -1.7867 1.5354 0.7759
H: -4.2924 1.6218 1.5579
H: 3.1452 2.3417 -0.9074
O: -0.4296 2.3332 -0.2974
C: -1.0856 3.2886 -0.6785
O: -1.5160 4.2994 0.1322
C: -2.3427 5.1846 -0.6219
C: -1.9544 4.9631 -2.0603
C: -1.5742 3.5042 -2.0788
H: -3.3909 4.9318 -0.4306
H: -2.1635 6.2162 -0.3051
H: -2.7506 5.2168 -2.7652
H: -1.0774 5.5743 -2.3062
H: -2.4396 2.8604 -2.2585
H: -0.7847 3.3046 -2.8070
O: -0.7700 -4.4650 -0.9611
C: 0.4444 -4.5692 -0.9121
O: 1.3071 -3.5114 -0.8793
C: 2.6471 -3.9980 -0.9359
C: 2.5728 -5.4244 -0.4574
C: 1.2072 -5.8592 -0.9259
H: 3.0023 -3.9241 -1.9691
H: 3.2891 -3.3859 -0.2957
H: 3.3854 -6.0490 -0.8380
H: 2.6107 -5.4506 0.6384
H: 1.2323 -6.2487 -1.9474
H: 0.7623 -6.5876 -0.2441


Record 3
A structure of composition C11H20BBaBr2N7S2Se. Source: the OMol25 dataset; level of theory: ωB97M-V/def2-TZVPD.

Results
Energy above the lowest of the compared OMol25 structures with the same formula, charge and spin = 15.6 kcal per mole
Charge = 0
LUMO energy = -0.1 eV

Geometry (Å):
Ba: -0.7184 -0.9586 0.0825
Br: -2.9786 -2.1820 -2.4464
C: -4.5660 -1.2712 -1.8171
Br: -4.4950 0.6137 -2.1695
H: -4.6065 -1.3935 -0.7421
H: -5.4215 -1.6934 -2.3257
B: 0.5989 2.4975 0.8654
N: 0.3831 2.1360 -0.6217
C: 1.0744 2.6310 -1.6618
C: 0.4863 2.2019 -2.8367
C: -0.5948 1.4321 -2.4074
N: -0.6627 1.4042 -1.0737
N: 1.3299 1.3939 1.6740
C: 2.4932 1.5289 2.3307
C: 2.7745 0.3423 2.9866
C: 1.6996 -0.4864 2.6654
N: 0.8273 0.1585 1.8856
H: 1.3100 3.4633 0.9029
H: -0.4882 2.7011 1.3506
H: 1.9270 3.2681 -1.4950
H: 0.7959 2.4127 -3.8450
H: -1.3286 0.9000 -2.9960
H: 3.0382 2.4569 2.2901
H: 3.6309 0.1126 3.5955
H: 1.5199 -1.5145 2.9441
Se: 1.9870 -5.4415 0.9741
C: 0.8061 -4.1652 0.8063
N: 0.0487 -3.2806 0.6487
N: -3.1743 2.1164 1.0682
C: -2.9489 1.0623 1.8568
N: -2.2083 1.2423 2.9560
S: -3.5864 -0.4514 1.4983
H: -2.6397 2.9648 1.1743
H: -3.6319 1.9506 0.1865
H: -1.6030 2.0454 3.0342
H: -1.9520 0.4231 3.4794
C: 1.7414 -3.1811 -2.5294
S: 1.6521 -1.4276 -2.1084
C: 2.8741 -1.3748 -0.7761
H: 2.7055 -3.3995 -2.9848
H: 0.9519 -3.3840 -3.2510
H: 1.5979 -3.7978 -1.6446
H: 2.6542 -2.1424 -0.0332
H: 2.8228 -0.3885 -0.3121
H: 3.8740 -1.5254 -1.1785


| no. | HOMO energy (eV) |
| --- | --- |
| 1 | -2.0252 |
| 2 | -3.8299 |
| 3 | -7.5277 |